Entry from OMol25: a cluster of 2 separate species, C16H24BrF7N2O6P in total in a non-equilibrium geometry (the ωB97M-V functional and the def2-TZVPD basis).

Structure (XYZ):
```
57
Properties=species:S:1:pos:R:3:lowdin_charge:R:1
C -3.552 -0.209 1.477 -0.073
N -2.733 -1.464 1.417 -0.137
C -1.383 -1.085 1.925 -0.099
C -2.698 -2.026 0.081 -0.373
O -3.790 -2.390 -0.418 0.042
C -1.412 -2.186 -0.831 -0.022
C -1.112 -0.866 -1.706 -0.197
N -2.253 -0.504 -2.609 0.136
C -1.950 0.875 -3.149 -0.522
F -2.388 1.831 -2.155 -0.038
P -2.959 1.143 -4.768 0.644
O -2.554 2.735 -5.241 -0.332
Br -5.144 1.037 -4.117 0.300
C -0.384 1.120 -3.357 -0.113
O 0.388 -0.065 -3.625 -0.105
C 0.166 -1.115 -2.655 -0.226
C 1.446 -1.469 -1.752 -0.108
C 2.793 -0.756 -2.203 -0.153
C 2.971 0.743 -1.689 -0.069
C 2.495 1.006 -0.207 -0.292
F 2.894 2.338 0.101 0.055
F 1.073 1.027 -0.068 0.036
C 3.166 0.085 0.912 -0.352
F 4.262 -0.642 0.489 0.142
F 3.640 0.928 1.940 0.093
F 2.170 -0.696 1.523 0.087
H -3.003 0.712 1.088 0.095
H -4.557 -0.340 0.977 0.100
H -3.769 -0.015 2.586 0.114
H -0.695 -1.998 1.990 0.108
H -0.887 -0.262 1.312 0.080
H -1.465 -0.692 2.996 0.109
H -1.543 -3.033 -1.591 0.148
H -0.534 -2.489 -0.182 0.117
H -0.962 -0.033 -0.953 0.149
H -3.172 -0.512 -2.118 0.169
H -2.250 -1.193 -3.391 0.192
H -2.478 3.227 -4.386 0.068
H -0.239 1.822 -4.247 0.153
H 0.025 1.584 -2.404 0.138
H -0.102 -2.054 -3.264 0.169
H 1.206 -1.351 -0.640 0.099
H 1.619 -2.595 -1.891 0.140
H 3.695 -1.367 -1.850 0.123
H 2.899 -0.722 -3.343 0.135
H 2.362 1.423 -2.373 0.127
H 4.061 1.064 -1.827 0.155
C 1.956 0.800 4.495 -0.082
C 2.486 1.003 5.881 -0.315
O 1.364 1.502 6.582 0.148
C 0.275 0.971 5.959 -0.535
O -0.821 0.949 6.425 0.180
O 0.597 0.459 4.737 0.057
F 3.460 1.944 5.897 0.085
H 2.000 1.709 3.890 0.146
H 2.472 0.000 3.965 0.121
H 2.846 0.091 6.364 0.179
```

As for the total charge: +1. The HOMO energy is -12.83 eV. For the LUMO energy, the calculation gives -3.49 eV.

=====

Entry from OMol25: a cluster of 2 separate species, C2H3PS in total in a non-equilibrium geometry (the ωB97M-V functional and the def2-TZVPD basis).

Structure (XYZ):
```
7
Properties=species:S:1:pos:R:3:lowdin_charge:R:1
C 1.516 0.199 0.756 -0.569
C -1.206 -0.180 -0.667 -0.554
P 2.573 1.269 0.324 0.677
S -1.758 -0.383 0.879 0.561
H -0.874 0.771 -1.156 0.028
H -1.100 -1.121 -1.196 -0.009
H 0.848 -0.556 1.061 -0.133
```

As for the total charge: 0. The HOMO energy is -9.04 eV. For the LUMO energy, the calculation gives -0.81 eV. The structure (SMILES) is C#P.C=S. The calculation puts the energy relative to the best compared isomer or geometry (same formula, charge and spin) at 1.394 eV.

=====

Entry from OMol25: a structure of composition C7H8AgLiO8 in a non-equilibrium geometry (the ωB97M-V functional and the def2-TZVPD basis).

Structure (XYZ):
```
25
Properties=species:S:1:pos:R:3:lowdin_charge:R:1
O 0.660 -0.124 4.521 -0.140
O 1.767 0.867 2.859 -0.060
C 0.811 1.925 2.849 -0.167
C -0.397 1.544 2.002 -0.156
O -1.324 2.622 1.943 0.001
C 1.656 -0.142 3.763 -0.365
H 0.504 2.177 3.872 0.125
H 1.318 2.789 2.402 0.131
H -0.939 0.707 2.456 0.127
H -0.073 1.264 0.993 0.129
O -2.092 4.423 0.929 -0.080
O -0.269 3.464 0.130 -0.068
C -1.196 3.545 0.972 -0.817
O 3.146 -0.936 7.130 -0.039
C 4.041 -0.822 6.159 -0.329
C 3.282 0.153 8.073 -0.093
O 3.295 -0.849 4.764 -0.266
O 4.986 0.015 6.504 0.040
C 4.700 0.643 7.775 -0.090
H 3.151 -0.271 9.072 0.129
H 2.505 0.899 7.877 0.134
H 5.446 0.303 8.500 0.129
H 4.769 1.726 7.637 0.132
Li 1.592 -1.673 5.237 0.736
Ag -1.610 5.903 -1.606 0.859
```

As for the total charge: 0. The HOMO energy is -6.33 eV. For the LUMO energy, the calculation gives -2.72 eV. The calculation puts the energy relative to the best compared isomer or geometry (same formula, charge and spin) at 1.863 eV.

=====

Entry from OMol25: the molecule C3H8OS (the ωB97M-V functional and the def2-TZVPD basis).

Structure (XYZ):
```
13
Properties=species:S:1:pos:R:3:lowdin_charge:R:1
C -0.875 -0.153 -1.683 -0.284
O -0.274 0.024 -2.967 -0.066
C 0.052 0.216 -0.558 -0.289
C -0.479 -0.188 0.817 -0.583
S 0.737 0.008 2.144 0.707
H -1.831 0.364 -1.681 0.116
H -1.153 -1.199 -1.581 0.116
H 0.410 0.690 -2.864 0.074
H 0.992 -0.299 -0.745 0.108
H 0.360 1.273 -0.581 0.116
H -0.726 -1.251 0.746 0.073
H -1.368 0.390 1.065 0.076
H 0.459 1.272 2.380 -0.163
```

As for the total charge: 0. The HOMO energy is -9.25 eV. For the LUMO energy, the calculation gives 0.89 eV. The structure (SMILES) is OCCCS. The calculation puts the energy relative to the best compared isomer or geometry (same formula, charge and spin) at 0.214 eV.

=====

Entry from OMol25: a structure of composition C6H6 in a non-equilibrium geometry (the ωB97M-V functional and the def2-TZVPD basis).

Structure (XYZ):
```
12
Properties=species:S:1:pos:R:3:lowdin_charge:R:1
C -1.573 -0.867 -0.002 0.064
C -1.418 1.459 0.010 0.112
C -1.288 0.097 -1.005 -0.129
C -1.239 0.164 0.936 -0.207
C -0.216 0.748 -0.055 -0.404
C 1.215 0.518 0.036 -0.015
H -1.838 -1.872 0.084 0.098
H -1.483 0.004 -2.069 0.114
H -1.251 0.044 1.990 0.112
H 1.621 1.025 1.007 0.136
H 1.682 0.778 -0.846 0.059
H 1.420 -0.467 0.270 0.061
```

As for the total charge: 0. The HOMO energy is -8.78 eV. For the LUMO energy, the calculation gives 0.46 eV. The calculation puts the energy relative to the best compared isomer or geometry (same formula, charge and spin) at 6.733 eV.

=====

Entry from OMol25: the ion C3H10NO with charge +2 in a non-equilibrium geometry (the ωB97M-V functional and the def2-TZVPD basis).

Structure (XYZ):
```
15
Properties=species:S:1:pos:R:3:lowdin_charge:R:1
C 1.039 -0.364 -0.731 -0.065
C 0.514 0.630 0.322 -0.114
C -0.389 0.285 1.554 -0.164
O -1.667 0.452 1.176 0.226
N -0.198 -0.710 -1.679 0.172
H 1.420 -1.307 -0.462 0.114
H 1.892 -0.032 -1.356 0.159
H 1.386 1.122 0.891 0.172
H -0.108 1.391 -0.304 0.170
H -0.101 -0.588 2.107 0.182
H -0.119 1.215 2.230 0.274
H -2.111 0.212 2.145 0.288
H -0.273 -0.090 -2.525 0.187
H -1.161 -0.618 -1.138 0.207
H -0.122 -1.599 -2.229 0.190
```

As for the total charge: +2. The HOMO energy (alpha / beta) is -21.88 / -21.83 eV. The spin multiplicity is 2. For the LUMO energy (alpha / beta), the calculation gives -8.20 / -14.46 eV. The calculation puts the energy relative to the best compared isomer or geometry (same formula, charge and spin) at 4.007 eV. As for the expectation value of S²: 0.755.